Record 1
Here is C28H18AgN2S as an isolated structure from OMol25. Energies are from ωB97M-V/def2-TZVPD.

Structure (ORCA input):
```
! RIJCOSX wB97M-V def2-TZVPD def2/J DEFGRID3
* xyz -1 1
Ag -0.124 1.240 -1.049
C -4.017 3.103 -2.130
C -4.907 2.443 -1.285
C -4.397 1.612 -0.305
C -3.012 1.438 -0.148
C -2.083 2.107 -0.976
C -2.651 2.924 -1.970
C -2.519 0.497 0.903
C -3.405 -0.092 1.866
C -2.938 -0.949 2.806
C -1.557 -1.259 2.847
C -0.972 -2.133 3.792
C 0.371 -2.385 3.765
C 1.184 -1.769 2.783
C 0.641 -0.919 1.864
C -0.749 -0.638 1.873
N -1.242 0.211 0.934
H -4.396 3.751 -2.916
H -5.977 2.569 -1.394
H -5.107 1.086 0.324
H -1.989 3.445 -2.654
H -4.456 0.150 1.854
H -3.610 -1.399 3.529
H -1.608 -2.597 4.540
H 0.813 -3.056 4.492
H 2.247 -1.975 2.758
H 1.250 -0.439 1.106
S 3.830 -1.207 -1.083
C 4.205 0.150 -0.075
C 5.299 0.361 0.759
C 5.335 1.524 1.508
C 4.300 2.462 1.419
C 3.218 2.254 0.583
C 3.167 1.084 -0.172
N 2.131 0.728 -1.021
C 2.315 -0.443 -1.553
C 1.324 -1.130 -2.393
C 1.637 -2.367 -2.976
C 0.656 -3.065 -3.650
C -0.619 -2.504 -3.758
C -0.888 -1.252 -3.218
C 0.060 -0.514 -2.489
H 6.100 -0.366 0.824
H 6.168 1.703 2.177
H 4.343 3.363 2.019
H 2.401 2.962 0.505
H 2.641 -2.783 -2.906
H 0.873 -4.033 -4.085
H -1.404 -3.060 -4.264
H -1.882 -0.832 -3.357
*
```

* strongest force on any atom: 0.779 eV/A
* relative energy (zero: lowest compared OMol25 entry of this formula, charge and spin): 4.1 kcal/mol
* E_tot: -1732.4882 Eh
* LUMO: 2.554 eV

=====

Record 2
Here is C28H18BeF5NO7S2 as an isolated structure from OMol25. Energies are from ωB97M-V/def2-TZVPD.

Structure (ORCA input):
```
! RIJCOSX wB97M-V def2-TZVPD def2/J DEFGRID3
* xyz -2 1
Be -0.074 -0.116 0.447
C -3.459 -5.491 -0.012
O -3.368 -5.201 1.379
C -2.610 -4.133 1.715
C -2.681 -3.754 3.082
C -2.006 -2.644 3.492
C -1.239 -1.858 2.601
C -0.584 -0.637 2.986
C -0.401 -0.246 4.430
O -0.118 0.164 2.168
C -1.126 -2.285 1.233
O -0.403 -1.679 0.382
C -1.840 -3.447 0.823
H -4.154 -6.321 -0.104
H -2.492 -5.780 -0.426
H -3.835 -4.631 -0.569
H -3.283 -4.342 3.763
H -2.101 -2.345 4.529
H -0.856 -0.932 5.139
H -0.803 0.758 4.573
H 0.673 -0.201 4.618
H -1.764 -3.697 -0.228
O 5.295 0.399 -2.320
S 4.419 1.353 -1.692
O 5.036 2.573 -1.219
N 3.529 0.664 -0.525
C 2.241 0.753 -0.788
O 1.351 0.360 0.014
C 1.912 1.420 -2.091
C 0.672 1.711 -2.628
C 0.629 2.373 -3.848
C 1.803 2.744 -4.507
C 3.046 2.459 -3.957
C 3.065 1.786 -2.750
H -0.227 1.410 -2.103
H -0.331 2.603 -4.298
H 1.744 3.249 -5.465
H 3.967 2.742 -4.456
S 0.200 -1.302 -2.886
C 0.002 -0.636 -4.482
C -1.261 -0.547 -5.117
C -1.416 0.009 -6.383
C -0.323 0.517 -7.084
C 0.933 0.444 -6.483
C 1.095 -0.123 -5.223
H -2.123 -0.928 -4.578
H -2.405 0.049 -6.833
H -0.446 0.961 -8.066
H 1.800 0.839 -7.005
H 2.080 -0.180 -4.773
F -6.449 1.771 -1.747
C -5.191 1.525 -1.331
C -4.403 2.536 -0.826
F -4.898 3.782 -0.746
C -3.120 2.273 -0.395
F -2.401 3.295 0.095
C -2.531 0.994 -0.437
O -1.321 0.815 -0.035
C -3.379 -0.009 -0.946
F -2.956 -1.271 -0.996
C -4.663 0.253 -1.381
F -5.423 -0.748 -1.849
*
```

* strongest force on any atom: 0.681 eV/A
* E_tot: -2969.9204 Eh
* LUMO: 4.151 eV

=====

Record 3
Here is C28H18Br2N5O3Ru as an isolated structure from OMol25. Energies are from ωB97M-V/def2-TZVPD.

Structure (ORCA input):
```
! RIJCOSX wB97M-V def2-TZVPD def2/J DEFGRID3
* xyz 1 1
Ru 0.888 0.543 0.116
O 2.437 -0.050 -3.621
C 2.167 0.084 -2.440
N 0.974 0.309 -1.855
C -0.254 0.466 -2.494
C -0.455 0.379 -3.876
C -1.709 0.605 -4.415
C -2.789 0.926 -3.605
C -2.613 0.991 -2.235
C -1.367 0.744 -1.679
N -1.185 0.807 -0.202
C -1.432 -0.349 2.102
O -2.185 -1.039 2.730
C -0.449 0.536 2.813
C -0.727 0.866 4.131
C 0.145 1.696 4.813
C 1.270 2.159 4.151
C 1.482 1.775 2.838
N 0.643 0.977 2.170
C 3.269 -0.029 -1.397
C 4.571 -0.262 -1.794
C 5.553 -0.408 -0.828
C 5.197 -0.329 0.510
C 3.874 -0.092 0.834
N 2.927 0.068 -0.095
H 0.392 0.160 -4.507
H -1.839 0.546 -5.487
H -3.761 1.126 -4.033
H -3.454 1.255 -1.606
H -1.622 0.469 4.590
H -0.050 1.977 5.838
H 1.979 2.815 4.635
H 2.348 2.124 2.289
H 4.774 -0.329 -2.854
H 6.581 -0.589 -1.112
H 5.927 -0.450 1.297
H 3.549 -0.035 1.865
C 1.214 -2.937 -0.547
C -0.108 -2.336 -0.218
C -1.322 -3.093 -0.497
C -2.535 -2.533 -0.401
C -2.682 -1.192 0.102
C -3.836 -0.540 0.309
Br -5.492 -1.298 -0.174
C -3.963 0.735 1.000
C -3.108 1.765 1.107
Br -3.598 3.221 2.194
C -1.825 1.980 0.385
O -1.280 3.037 0.320
C -1.435 -0.480 0.528
N -0.166 -1.138 0.249
H 1.294 -3.930 -0.102
H 2.025 -2.306 -0.196
H 1.296 -3.057 -1.631
H -1.204 -4.108 -0.849
H -3.422 -3.086 -0.678
H -4.909 0.856 1.516
*
```

* strongest force on any atom: 0.437 eV/A
* E_tot: -6820.0431 Eh
* LUMO: -4.423 eV

=====

Record 4
Here is C28H18CaClF6N2O10S2Te as an isolated structure in a non-equilibrium geometry from OMol25. Energies are from ωB97M-V/def2-TZVPD.

Structure (ORCA input):
```
! RIJCOSX wB97M-V def2-TZVPD def2/J DEFGRID3
* xyz -1 1
Ca 1.133 -0.463 -0.485
Cl 2.517 4.323 4.915
C 1.814 3.147 3.830
C 1.056 2.088 4.358
C 0.493 1.162 3.529
C 0.655 1.205 2.107
O 0.116 0.304 1.383
C 1.429 2.302 1.597
C 1.665 2.555 0.203
O 1.356 1.872 -0.777
C 1.984 3.251 2.483
H 0.923 2.017 5.431
H -0.097 0.345 3.925
H 2.181 3.512 0.009
H 2.562 4.072 2.074
F -3.661 -2.020 -2.605
C -2.570 -2.704 -2.940
F -2.880 -3.993 -3.035
F -2.131 -2.273 -4.117
S -1.301 -2.442 -1.634
O -0.822 -1.074 -1.851
O -1.949 -2.701 -0.389
N -0.230 -3.513 -2.073
S 1.230 -3.163 -1.600
O 1.305 -2.888 -0.173
O 1.884 -2.159 -2.405
C 2.064 -4.785 -1.867
F 1.371 -5.754 -1.281
F 3.274 -4.730 -1.345
F 2.152 -5.037 -3.169
Te -2.769 1.353 -0.457
C -4.283 2.827 -0.336
C -4.096 4.081 -0.911
C -5.089 5.045 -0.829
C -6.272 4.775 -0.152
C -6.460 3.531 0.432
C -5.473 2.557 0.332
C -2.619 1.490 -2.559
C -3.718 1.230 -3.371
C -3.596 1.300 -4.751
C -2.372 1.609 -5.329
C -1.273 1.861 -4.522
C -1.395 1.810 -3.139
H -3.171 4.301 -1.431
H -4.936 6.015 -1.287
H -7.043 5.531 -0.082
H -7.381 3.311 0.957
H -5.635 1.579 0.768
H -4.668 0.966 -2.924
H -4.457 1.096 -5.377
H -2.275 1.649 -6.407
H -0.314 2.098 -4.966
H -0.535 2.013 -2.512
O 4.493 -1.990 -0.438
C 3.959 -1.435 0.516
O 3.241 -0.373 0.496
C 4.131 -2.054 1.899
C 3.377 -1.612 2.979
C 3.520 -2.197 4.232
C 4.425 -3.226 4.420
C 5.172 -3.649 3.332
C 5.040 -3.088 2.075
N 6.139 -4.742 3.528
O 6.834 -5.066 2.586
O 6.191 -5.266 4.627
H 2.681 -0.798 2.824
H 2.922 -1.848 5.064
H 4.562 -3.701 5.380
H 5.617 -3.442 1.234
*
```

* strongest force on any atom: 1.149 eV/A
* relative energy (zero: lowest compared OMol25 entry of this formula, charge and spin): 17.0 kcal/mol
* E_tot: -4741.2810 Eh
* LUMO: 1.952 eV

=====

Record 5
Here is C28H18F5N4O4PdS3Se as an isolated structure from OMol25. Energies are from ωB97M-V/def2-TZVPD.

Structure (ORCA input):
```
! RIJCOSX wB97M-V def2-TZVPD def2/J DEFGRID3
* xyz -1 1
Pd -0.165 0.504 0.525
Se 0.242 -1.088 5.186
C 0.079 -0.500 3.502
N -0.016 -0.131 2.407
O -2.671 -0.615 0.179
S -3.102 -1.744 1.047
C -1.735 -2.890 1.182
C -1.056 -3.312 0.047
C 0.041 -4.140 0.192
C 0.454 -4.532 1.462
C -0.219 -4.088 2.589
C -1.324 -3.258 2.452
C -4.144 -2.779 0.008
C -4.448 -2.336 -1.266
C -5.279 -3.107 -2.069
C -5.799 -4.300 -1.591
C -5.492 -4.730 -0.304
C -4.664 -3.968 0.502
H -1.362 -2.960 -0.931
H 0.595 -4.456 -0.682
H 1.326 -5.164 1.571
H 0.134 -4.343 3.580
H -1.822 -2.862 3.329
H -4.025 -1.398 -1.605
H -5.519 -2.773 -3.071
H -6.446 -4.899 -2.220
H -5.897 -5.662 0.068
H -4.410 -4.299 1.503
F 5.638 0.665 -2.587
C 4.503 0.263 -1.991
C 4.223 0.631 -0.688
F 5.101 1.396 -0.017
C 3.064 0.207 -0.069
F 2.855 0.574 1.199
C 2.103 -0.584 -0.726
O 0.996 -1.006 -0.167
C 2.431 -0.941 -2.043
F 1.570 -1.698 -2.749
C 3.597 -0.535 -2.664
F 3.849 -0.904 -3.928
N 4.909 4.740 0.845
C 3.518 4.640 0.941
C 2.689 5.455 0.173
C 1.310 5.339 0.267
C 0.754 4.426 1.146
C 1.573 3.627 1.940
C 2.944 3.737 1.840
S -0.975 4.073 1.114
O -1.594 5.009 0.204
O -1.450 3.957 2.458
N -0.978 2.604 0.448
C -0.887 2.483 -0.892
S -1.373 3.466 -2.232
C -0.899 2.185 -3.310
C -0.424 1.122 -2.628
N -0.398 1.319 -1.276
H 5.233 5.102 -0.039
H 5.391 3.887 1.084
H 3.127 6.164 -0.520
H 0.659 5.942 -0.353
H 1.131 2.899 2.609
H 3.581 3.097 2.438
H -0.983 2.299 -4.377
H -0.062 0.193 -3.040
*
```

* strongest force on any atom: 0.603 eV/A
* relative energy (zero: lowest compared OMol25 entry of this formula, charge and spin): 0.0 kcal/mol
* E_tot: -5821.0411 Eh
* LUMO: 2.287 eV

=====

Record 6
Here is C28H18N5O2Ru as an isolated structure from OMol25. Energies are from ωB97M-V/def2-TZVPD.

Structure (ORCA input):
```
! RIJCOSX wB97M-V def2-TZVPD def2/J DEFGRID3
* xyz 3 5
Ru 0.056 0.304 0.015
O -1.631 -7.109 1.363
C -0.593 -7.277 0.867
O 0.437 -7.404 0.344
C -0.336 -4.288 0.549
C 0.785 -3.838 -0.091
C 0.831 -2.464 -0.310
N -0.181 -1.678 0.106
C -1.274 -2.163 0.728
C -1.387 -3.528 0.980
C -2.251 -1.125 1.093
C -3.444 -1.368 1.748
C -4.261 -0.296 2.088
C -3.880 0.990 1.732
C -2.693 1.169 1.048
N -1.887 0.140 0.745
C 1.920 -1.720 -0.964
C 3.072 -2.297 -1.465
C 4.055 -1.481 -2.013
C 3.846 -0.111 -2.077
C 2.660 0.406 -1.591
N 1.722 -0.375 -1.033
H 1.578 -4.503 -0.408
H -2.247 -3.955 1.479
H -3.741 -2.380 1.982
H -5.187 -0.465 2.621
H -4.495 1.846 1.969
H -2.388 2.151 0.711
H 3.198 -3.370 -1.442
H 4.973 -1.913 -2.391
H 4.582 0.553 -2.507
H 2.442 1.462 -1.669
C 2.084 0.327 4.130
C 1.450 -0.122 2.968
N 1.092 0.707 2.002
C 1.338 2.035 2.123
C 1.971 2.572 3.258
C 2.343 1.669 4.274
C 2.202 3.980 3.328
C 1.820 4.799 2.320
C 1.175 4.279 1.155
C 0.757 5.089 0.080
C 0.140 4.518 -1.014
C -0.061 3.144 -1.037
N 0.322 2.347 -0.032
C 0.935 2.900 1.058
H 2.358 -0.388 4.892
H 1.235 -1.175 2.831
H 2.834 2.035 5.168
H 2.691 4.383 4.206
H 1.998 5.865 2.379
H 0.926 6.159 0.121
H -0.188 5.121 -1.849
H -0.543 2.668 -1.883
*
```

* strongest force on any atom: 0.951 eV/A
* E_tot: -1596.0222 Eh
* LUMO (alpha / beta): -9.816 / -11.633 eV
* <S²>: 6.025

=====

Record 7
Here is C28H19F12HfNO4 as an isolated structure in a non-equilibrium geometry from OMol25. Energies are from ωB97M-V/def2-TZVPD.

Structure (ORCA input):
```
! RIJCOSX wB97M-V def2-TZVPD def2/J DEFGRID3
* xyz 0 1
Hf -0.735 1.126 -0.956
C -1.421 -5.841 -1.872
C -1.249 -4.447 -1.319
C -0.938 -4.215 0.009
C -0.771 -2.926 0.486
C -0.890 -1.811 -0.339
N -0.658 -0.515 0.152
C -0.207 -0.076 1.431
C 0.829 -0.724 2.102
C 1.343 -0.240 3.288
C 0.853 0.927 3.859
C 1.424 1.484 5.139
C -0.158 1.594 3.187
C -0.693 1.145 1.982
C -1.855 2.017 1.361
O -2.279 1.614 0.108
C -3.094 1.877 2.300
F -4.196 2.366 1.739
F -2.904 2.508 3.472
F -3.313 0.585 2.557
C -1.504 3.585 1.181
F -1.289 3.845 -0.138
F -2.530 4.358 1.541
F -0.431 4.009 1.844
C -1.345 -2.021 -1.681
C -1.474 -3.335 -2.119
C -2.002 -0.930 -2.600
O -1.474 0.373 -2.555
C -1.918 -1.258 -4.145
F -2.205 -0.167 -4.856
F -2.728 -2.226 -4.585
F -0.658 -1.619 -4.443
C -3.523 -0.871 -2.172
F -4.131 0.168 -2.757
F -3.630 -0.722 -0.853
F -4.183 -1.986 -2.509
H -0.831 -6.566 -1.309
H -2.465 -6.162 -1.827
H -1.108 -5.895 -2.916
H -0.823 -5.053 0.691
H -0.546 -2.772 1.532
H 1.246 -1.618 1.660
H 2.150 -0.779 3.775
H 1.885 0.702 5.743
H 2.192 2.235 4.933
H 0.652 1.965 5.742
H -0.542 2.504 3.627
H -1.810 -3.525 -3.128
C 3.100 0.085 -3.184
C 2.294 0.690 -2.072
O 1.093 0.395 -2.013
C 2.912 1.549 -1.074
C 4.313 1.657 -1.005
C 4.920 2.359 0.005
C 4.116 2.975 0.976
C 2.744 2.908 0.919
C 2.115 2.212 -0.120
O 0.802 2.191 -0.184
H 2.431 -0.453 -3.847
H 3.841 -0.609 -2.780
H 3.638 0.857 -3.735
H 4.920 1.160 -1.751
H 5.998 2.429 0.057
H 4.585 3.519 1.788
H 2.116 3.390 1.659
*
```

* strongest force on any atom: 1.925 eV/A
* relative energy (zero: lowest compared OMol25 entry of this formula, charge and spin): 20.3 kcal/mol
* E_tot: -2680.7611 Eh
* LUMO: -0.586 eV

=====

Record 8
Here is C28H20BeIN5OS2 as an isolated structure in a non-equilibrium geometry from OMol25. Energies are from ωB97M-V/def2-TZVPD.

Structure (ORCA input):
```
! RIJCOSX wB97M-V def2-TZVPD def2/J DEFGRID3
* xyz 0 1
Be -2.683 -0.185 -2.700
C 5.085 -1.379 7.720
O 5.230 -2.206 6.535
C 4.309 -2.138 5.573
C 4.937 -2.073 4.253
C 4.108 -1.768 3.178
C 2.676 -1.660 3.373
C 2.133 -1.846 4.633
C 2.939 -2.028 5.724
C 1.778 -1.394 2.266
N 0.484 -1.338 2.377
C -0.005 -0.902 1.172
C 1.051 -0.728 0.249
N 2.178 -1.058 0.946
C 0.795 -0.331 -1.094
C 1.753 -0.236 -2.142
C 1.269 -0.013 -3.440
C -0.110 0.035 -3.687
N -1.003 -0.194 -2.727
C -0.580 -0.180 -1.451
C -1.607 -0.391 -0.524
N -2.898 -0.371 -1.037
C -3.942 -0.583 -0.258
C -3.786 -0.671 1.139
C -2.487 -0.795 1.697
C -1.368 -0.702 0.823
H 6.061 -1.310 8.198
H 4.394 -1.846 8.392
H 4.735 -0.346 7.459
H 5.964 -2.265 4.149
H 4.374 -1.600 2.140
H 1.052 -1.694 4.759
H 2.506 -2.242 6.691
H 3.164 -0.970 0.629
H 2.774 -0.206 -1.816
H 1.955 -0.039 -4.302
H -0.442 0.199 -4.738
H -4.935 -0.610 -0.681
H -4.691 -0.595 1.781
H -2.371 -0.964 2.736
S -5.463 0.377 -3.770
C -4.404 1.602 -3.746
N -3.109 1.478 -3.241
C -2.418 2.730 -3.311
C -1.117 3.086 -2.898
C -0.537 4.158 -3.567
C -1.197 5.026 -4.440
C -2.522 4.739 -4.704
C -3.155 3.661 -4.090
S -4.851 3.197 -4.346
H -0.618 2.515 -2.115
H 0.555 4.350 -3.415
H -0.697 5.780 -5.016
H -3.194 5.333 -5.247
I -1.726 -3.067 -2.788
C -3.128 -1.689 -3.507
H -4.129 -1.954 -3.168
H -3.088 -1.700 -4.627
*
```

* strongest force on any atom: 3.343 eV/A
* relative energy (zero: lowest compared OMol25 entry of this formula, charge and spin): 0.0 kcal/mol
* E_tot: -2536.9411 Eh
* LUMO: -1.026 eV

=====

- Among the records above, which one has the highest E_tot?
  C28H18N5O2Ru